Entry 1:
Formula: C24H19FeN4O2S6
Source: the OMol25 dataset
Level of theory: ωB97M-V/def2-TZVPD

The geometry in ORCA input format:
```
! RIJCOSX wB97M-V def2-TZVPD def2/J DEFGRID3
* xyz -1 1
Fe 0.674 -0.142 -0.344
N -0.195 -1.926 -2.235
C -0.028 -1.344 -3.488
C -0.180 -2.059 -4.655
C -0.115 -1.433 -5.909
C 0.091 -0.087 -6.008
C 0.342 0.670 -4.842
C 0.638 2.049 -4.887
C 0.974 2.699 -3.733
C 1.050 1.967 -2.540
N 0.739 0.696 -2.449
C 0.337 0.037 -3.572
H -0.976 -1.524 -1.711
H -0.332 -2.924 -2.279
H -0.412 -3.116 -4.598
H -0.273 -2.025 -6.802
H 0.081 0.414 -6.968
H 0.620 2.565 -5.839
H 1.222 3.751 -3.731
H 1.401 2.441 -1.630
C -3.056 2.796 5.036
C -2.677 1.640 4.150
C -1.406 1.082 4.205
C -1.043 0.062 3.342
C -1.965 -0.408 2.423
C -3.246 0.114 2.368
C -3.598 1.131 3.237
S -1.460 -1.594 1.203
O -1.840 -1.026 -0.102
O -2.054 -2.881 1.493
N 0.115 -1.540 1.285
C 0.971 -2.589 1.100
C 0.899 -3.824 1.771
C 1.927 -4.723 1.595
C 2.994 -4.400 0.758
C 2.939 -3.197 0.079
N 1.947 -2.323 0.217
H -2.214 3.113 5.649
H -3.883 2.526 5.697
H -3.379 3.644 4.430
H -0.682 1.475 4.909
H -0.044 -0.349 3.343
H -3.945 -0.262 1.631
H -4.592 1.562 3.196
H 0.053 -4.019 2.414
H 1.913 -5.674 2.115
H 3.842 -5.060 0.644
H 3.721 -2.906 -0.616
S 2.693 6.252 2.655
C 2.230 4.813 1.994
S 3.324 3.538 1.601
C 2.157 2.383 0.970
C 0.866 2.796 0.976
S -0.483 1.876 0.420
S 0.591 4.410 1.616
S 2.728 0.852 0.417
*
```

The calculation puts the HOMO energy (alpha / beta) at -3.5 / -3.5 eV. The energy above the lowest of the compared OMol25 structures with the same formula, charge and spin is 1.7287 eV. The gap between HOMO and LUMO (alpha / beta) is 5.59 / 5.58 eV. The total energy is -4948.421208 hartree.


Entry 2:
Formula: C17H19AuN5O6S3
Source: the OMol25 dataset
Level of theory: ωB97M-V/def2-TZVPD

The geometry in ORCA input format:
```
! RIJCOSX wB97M-V def2-TZVPD def2/J DEFGRID3
* xyz -1 3
Au -0.453 -0.184 0.534
C 0.937 -0.667 5.986
C 0.644 0.481 5.097
N 1.128 1.678 5.203
N 0.597 2.340 4.133
C -0.183 1.579 3.349
S -0.956 2.062 1.935
N -0.155 0.373 3.982
N -0.934 -0.755 3.714
H 1.285 -0.299 6.948
H 1.717 -1.290 5.545
H 0.046 -1.279 6.110
H 0.806 3.307 3.964
H -1.752 -0.478 3.161
H -0.395 -1.392 3.132
O -1.749 -3.746 -1.946
S -1.010 -2.543 -1.674
O 0.163 -2.326 -2.503
O -0.697 -2.363 -0.233
C -2.087 -1.141 -2.073
C -1.811 -0.524 -3.290
C -2.520 0.590 -3.707
C -3.514 1.115 -2.899
C -3.803 0.511 -1.687
C -3.108 -0.618 -1.264
S -3.583 -1.215 0.374
O -3.570 -2.646 0.385
O -4.849 -0.581 0.661
O -2.509 -0.603 1.245
H -1.011 -0.935 -3.889
H -2.287 1.053 -4.658
H -4.065 1.994 -3.210
H -4.579 0.896 -1.040
C 0.832 2.476 -1.265
C 1.848 1.488 -1.755
C 2.625 1.759 -2.868
C 3.563 0.846 -3.334
C 3.721 -0.370 -2.680
C 2.990 -0.679 -1.549
C 3.092 -2.012 -0.874
C 2.064 0.276 -1.047
N 1.466 0.007 0.138
H 0.723 3.296 -1.975
H 1.112 2.890 -0.294
H -0.144 2.004 -1.128
H 2.480 2.698 -3.389
H 4.158 1.076 -4.208
H 4.426 -1.101 -3.061
H 3.955 -2.569 -1.237
H 2.185 -2.590 -1.068
H 3.161 -1.891 0.209
*
```

The calculation puts the HOMO energy (alpha / beta) at -4.8 / -5.2 eV. The energy above the lowest of the compared OMol25 structures with the same formula, charge and spin is 0.0398 eV. The gap between HOMO and LUMO (alpha / beta) is 7.19 / 6.29 eV. The total energy is -2714.696201 hartree.


Entry 3:
Formula: C19H26N2O4
Source: the OMol25 dataset
Level of theory: ωB97M-V/def2-TZVPD

The geometry in ORCA input format:
```
! RIJCOSX wB97M-V def2-TZVPD def2/J DEFGRID3
* xyz 0 1
C -6.600 -1.958 0.220
C -5.180 -1.403 0.215
C -5.169 0.101 0.483
C -3.763 0.680 0.631
C -2.963 0.628 -0.669
H -2.729 -0.407 -0.934
H -3.510 1.110 -1.482
O -1.743 1.358 -0.554
C -0.710 0.709 0.019
O -0.790 -0.440 0.398
C 0.511 1.504 0.127
C 0.653 2.819 -0.160
N 1.874 3.411 0.038
C 2.891 2.874 0.828
O 3.846 3.549 1.144
N 2.658 1.616 1.247
H 3.406 1.164 1.752
C 1.713 0.722 0.600
C 2.398 -0.044 -0.522
C 2.105 0.162 -1.857
C 2.758 -0.553 -2.848
C 3.719 -1.480 -2.497
C 4.033 -1.697 -1.166
C 3.382 -0.982 -0.170
O 3.643 -1.086 1.167
C 4.410 -2.170 1.654
C 3.656 -3.494 1.596
H 3.424 -3.762 0.568
H 4.260 -4.280 2.040
H 2.722 -3.410 2.145
H 5.368 -2.239 1.124
H 4.615 -1.904 2.695
H 4.792 -2.423 -0.922
H 4.235 -2.044 -3.260
H 2.515 -0.385 -3.886
H 1.349 0.884 -2.126
H 1.387 -0.013 1.346
H 1.990 4.390 -0.185
C -0.421 3.718 -0.680
H -0.063 4.742 -0.757
H -0.753 3.383 -1.660
H -1.287 3.690 -0.023
H -3.215 0.130 1.398
H -3.833 1.724 0.946
H -5.691 0.618 -0.326
H -5.718 0.296 1.407
H -4.719 -1.610 -0.751
H -4.589 -1.907 0.981
H -6.592 -3.028 0.024
H -7.202 -1.473 -0.545
H -7.073 -1.790 1.185
*
```

The calculation puts the HOMO energy at -8.6 eV. The energy above the lowest of the compared OMol25 structures with the same formula, charge and spin is 0.4085 eV. The gap between HOMO and LUMO is 9.28 eV. As for the SMILES: CCCCCOC(=O)C1=C(C)NC(=O)N[C@@H]1c1ccccc1OCC. The total energy is -1150.126828 hartree.


Entry 4:
Formula: C4H7O3P
Source: the OMol25 dataset
Level of theory: ωB97M-V/def2-TZVPD

The geometry in ORCA input format:
```
! RIJCOSX wB97M-V def2-TZVPD def2/J DEFGRID3
* xyz -2 1
C -2.194 0.004 1.026
C -1.188 0.225 0.155
C -1.290 0.121 -1.433
C 0.141 0.646 0.549
O 3.234 0.390 0.487
O 2.356 -1.347 2.075
O 2.080 -1.771 -0.369
P 2.330 -0.765 0.700
H -3.110 -0.096 0.278
H -2.353 -0.377 -1.592
H -1.376 1.174 -1.785
H -0.516 -0.402 -2.047
H 0.706 1.171 -0.267
H 0.865 -0.278 0.868
H 0.315 1.306 1.355
*
```

The calculation puts the HOMO energy at 0.2 eV. The energy above the lowest of the compared OMol25 structures with the same formula, charge and spin is 2.9216 eV. The gap between HOMO and LUMO is 6.60 eV. The total energy is -723.608771 hartree.


Entry 5:
Formula: C8H11BrO2
Source: the OMol25 dataset
Level of theory: ωB97M-V/def2-TZVPD

The geometry in ORCA input format:
```
! RIJCOSX wB97M-V def2-TZVPD def2/J DEFGRID3
* xyz 0 1
C -0.068 -0.979 1.624
C 0.966 -0.873 0.812
C -1.369 -0.365 1.284
C 0.953 -0.140 -0.465
C -2.169 -0.602 0.245
C 1.745 1.296 -0.196
C -2.018 -1.776 -0.691
C 2.300 1.878 -1.391
O -1.661 0.704 2.125
O 1.733 1.795 0.911
Br -3.752 0.308 0.067
H 0.026 -1.201 2.659
H 1.906 -1.208 1.162
H 1.425 -0.525 -1.291
H -0.087 0.105 -0.726
H -1.330 -2.533 -0.460
H -1.668 -1.378 -1.631
H -3.027 -2.163 -0.992
H 1.619 2.734 -1.646
H 2.123 1.163 -2.167
H 3.327 2.385 -1.466
H -0.973 1.375 2.235
*
```

The calculation puts the HOMO energy at -8.5 eV. The energy above the lowest of the compared OMol25 structures with the same formula, charge and spin is 0.1775 eV. The gap between HOMO and LUMO is 9.13 eV. As for the SMILES: CC(=O)C/C=C\C(O)=C(/C)Br. The total energy is -3035.848483 hartree.


Entry 6:
Formula: C5H8O2
Source: the OMol25 dataset
Level of theory: ωB97M-V/def2-TZVPD

The geometry in ORCA input format:
```
! RIJCOSX wB97M-V def2-TZVPD def2/J DEFGRID3
* xyz 0 1
C -0.329 1.938 -0.149
C -0.743 -0.794 -0.609
C -1.055 -1.486 0.662
C 0.740 -0.681 -0.812
C 1.372 0.269 0.219
O 2.497 0.154 0.620
O 0.578 1.244 0.712
H 0.105 2.080 -1.143
H -1.292 1.428 -0.257
H -0.468 2.906 0.331
H -0.232 -1.816 1.317
H -1.782 -0.899 1.240
H -1.636 -2.362 0.334
H 1.236 -1.651 -0.650
H 1.011 -0.331 -1.816
*
```

The calculation puts the HOMO energy at -8.6 eV. The energy above the lowest of the compared OMol25 structures with the same formula, charge and spin is 4.1855 eV. The gap between HOMO and LUMO is 8.25 eV. The total energy is -345.651144 hartree.